No. 1
Formula: C3H9NO2
Source: OMol25
Level of theory: ωB97M-V with the def2-TZVPD basis set

Atoms and positions in Å:
H -1.125 1.859 -0.425
C 0.859 -0.355 0.912
O -1.142 -0.372 -2.221
H -0.765 -1.845 -0.847
H -1.238 -0.182 0.668
H 0.645 -1.045 -1.520
H 0.204 1.948 0.510
O 0.779 0.330 2.160
H 1.744 -0.038 0.365
H -1.370 0.554 -2.076
C -0.331 0.040 0.085
C -0.374 -0.873 -1.140
H 1.483 -0.030 2.711
N -0.217 1.445 -0.267
H 0.847 -1.437 1.084

The calculation puts the highest occupied orbital energy at -9.550 eV. Its net charge is 0. As for the frontier orbital gap: 0.37988 hartree.

=====

No. 2
Formula: C6H10
Source: OMol25
Level of theory: ωB97M-V with the def2-TZVPD basis set

Atoms and positions in Å:
C -2.329 -1.858 0.552
H 0.775 2.119 -1.399
H -0.974 -2.072 -0.922
C 2.345 1.578 0.083
C 0.341 0.136 -0.536
H -0.902 0.268 1.276
H 2.659 2.654 0.266
H 2.464 1.197 1.110
H -2.839 -2.739 0.205
H 3.108 1.201 -0.679
H -2.682 -1.282 1.375
C -1.209 -1.615 -0.029
H 0.348 2.202 0.268
H 0.787 -0.303 -1.517
C 0.934 1.532 -0.429
C -0.539 -0.314 0.363

The calculation puts the highest occupied orbital energy at -8.741 eV. Its net charge is 0. As for the frontier orbital gap: 0.36637 hartree.

=====

No. 3
Formula: C15H31N2O2PPdSi
Source: OMol25
Level of theory: ωB97M-V with the def2-TZVPD basis set

Atoms and positions in Å:
C -5.398 -0.196 -0.580
C -3.839 -1.808 -1.459
C 0.932 -3.016 -1.096
C -5.143 -1.330 -1.378
H -0.785 0.973 4.008
C 2.383 1.542 1.964
H -6.421 0.183 -0.523
C 2.394 3.753 -1.894
H 3.167 -0.716 -0.562
H 3.299 2.123 1.838
Si -0.811 -2.853 -1.733
N -1.581 -1.777 -0.611
O 0.956 0.094 0.699
H 2.476 0.945 2.882
N 0.472 -1.038 4.946
H 2.678 1.596 -3.844
H -4.549 1.360 0.704
C 3.353 -0.195 0.377
C -4.368 0.444 0.139
H 1.962 0.122 -3.124
C -3.072 -0.077 0.124
H -3.563 -2.696 -2.060
H 2.698 3.892 -2.939
H 1.137 -4.094 -1.019
H 1.645 -2.546 -1.788
H 3.561 -0.933 1.166
H -0.662 0.422 2.300
C 2.580 1.007 -2.924
H -0.230 1.886 -2.974
H 3.572 0.695 -2.582
C 0.003 1.964 -1.897
H -2.240 0.340 0.701
O 0.136 -2.048 2.968
H 1.022 -2.550 -0.090
H 2.250 1.591 -0.277
H 1.577 4.450 -1.653
C -2.821 -1.218 -0.663
H -0.448 2.896 -1.512
C 2.127 0.684 0.712
Pd -0.816 -2.110 1.117
H 4.245 0.441 0.261
H -1.483 -4.170 -1.764
C -0.097 -1.041 3.722
H -5.934 -1.834 -1.951
H 0.986 -1.849 5.261
C -0.950 0.123 3.327
H 1.558 2.244 2.087
H -0.832 -2.287 -3.100
P 1.813 2.061 -1.684
H -0.405 1.092 -1.352
H -2.035 -0.125 3.338
H 0.243 -0.324 5.616
H 3.257 3.910 -1.223

The calculation puts the highest occupied orbital energy (spin up / spin down) at -2.583 / -7.240 eV. The spin multiplicity is 5. Its expectation value of S² is 6.02. Its net charge is 0. As for the frontier orbital gap (spin up / spin down): 0.10742 / 0.23970 hartree.

=====

No. 4
Formula: C5H11NO
Source: OMol25
Level of theory: ωB97M-V with the def2-TZVPD basis set

Atoms and positions in Å:
C 0.838 0.695 -0.443
H 1.448 -0.465 1.877
C 1.289 1.181 0.934
C -1.322 -0.477 -1.096
H 1.751 0.956 -0.992
H 0.848 2.214 1.103
H -0.078 1.360 -0.682
H 2.313 1.233 1.474
C 0.102 -0.671 -0.603
H 0.583 0.748 3.014
H -0.421 -0.051 1.717
H -2.934 -1.360 -1.857
N -1.939 -1.447 -1.929
O -1.994 0.396 -0.498
C 0.617 0.262 2.028
H 0.548 -1.323 -1.530
H -0.028 -1.395 0.263
H -1.622 -1.855 -2.781

The calculation puts the highest occupied orbital energy at -9.938 eV. Its net charge is 0. As for the frontier orbital gap: 0.39740 hartree.

=====

No. 5
Formula: C3H11N4
Source: OMol25
Level of theory: ωB97M-V with the def2-TZVPD basis set

Atoms and positions in Å:
C -0.925 0.941 0.132
H -1.853 0.115 3.047
N 1.640 -0.469 0.362
H 2.062 0.167 -2.391
H 0.641 -0.833 -2.862
H -0.710 -0.781 1.092
C -2.267 0.263 2.050
N 0.750 -0.475 -0.722
N 0.024 0.722 -0.753
N -1.234 0.089 1.065
H 0.286 1.449 -1.413
H 2.035 -1.596 -2.057
H -2.688 1.264 1.981
H 1.873 -1.426 0.600
C 1.443 -0.695 -2.147
H -3.062 -0.468 1.899
H -1.462 1.880 0.072
H 2.502 0.047 0.183

The calculation puts the highest occupied orbital energy at -13.741 eV. Its net charge is +1. As for the frontier orbital gap: 0.39553 hartree.

=====

No. 6
Formula: C41H48F4N5ORuSi
Source: OMol25
Level of theory: ωB97M-V with the def2-TZVPD basis set

Atoms and positions in Å:
C -0.425 5.022 -1.082
H 3.024 3.673 -3.233
H 1.146 -5.806 -3.018
H 5.003 2.190 -0.162
H -5.312 -1.207 -2.126
C -1.072 -3.254 6.284
C -0.905 2.876 -2.086
H -0.366 5.072 1.054
C 2.850 3.587 -1.097
C 5.114 2.342 -2.303
Si 2.818 -2.147 0.345
H -3.222 2.499 -3.500
H 3.935 -1.644 -1.833
C -2.201 1.923 2.238
C 1.385 -4.014 -1.875
H 2.981 -4.603 0.677
O 4.905 3.744 -2.362
F 0.076 -3.332 8.327
C -1.155 -1.399 4.768
C -1.143 -1.884 6.063
H -3.280 2.942 -0.333
Ru -0.196 -0.633 -0.431
H -1.209 1.008 -3.086
H -0.834 3.523 2.407
F -2.801 -1.203 -1.950
H 1.250 2.303 1.932
C -2.872 -3.925 -1.584
H 3.695 -3.707 2.031
C 0.319 1.760 2.126
C -0.743 -5.009 -2.370
H -3.087 2.448 1.874
H 0.318 1.451 3.175
H -2.516 1.818 -4.977
C -1.044 -3.747 7.700
C 0.691 -3.029 -1.163
H -1.013 -4.338 3.086
H 3.807 -0.799 2.167
C -1.083 2.050 -3.360
N -1.526 0.957 -0.725
H 2.466 -3.973 -1.960
H 4.521 -3.164 -1.155
C -0.518 4.452 0.176
H 0.405 3.165 -4.511
N 3.085 2.133 -0.988
H -0.983 -5.205 5.409
C -4.887 -0.310 -1.691
C -0.598 4.228 -2.204
F -1.080 -5.089 7.761
C -2.885 0.912 -0.964
H -3.156 -3.351 -0.704
C -3.724 2.029 -0.704
H -0.209 6.081 -1.186
C -1.095 -2.281 3.682
N 1.245 -2.023 -0.420
H 1.929 -3.845 1.889
H 3.071 0.267 0.956
C 0.153 2.129 -4.265
H -5.700 2.811 -0.631
C -3.535 -0.226 -1.502
C -2.333 2.492 -4.137
H -0.518 4.669 -3.194
H -3.327 -3.462 -2.463
H 3.292 4.057 -0.219
C 2.858 -3.727 1.320
C -1.041 -3.654 3.924
N -0.650 -2.984 -1.149
H -1.216 -0.334 4.577
H -2.255 1.918 3.330
H -1.187 -1.203 6.906
H 0.321 0.853 1.530
C 3.530 4.090 -2.353
C -1.037 -1.769 2.340
N 1.276 0.505 -1.367
C -1.053 2.331 -0.795
H -2.202 3.502 -4.540
H 4.621 0.677 -1.009
C 2.131 1.276 -1.186
C 0.644 -5.014 -2.471
C -0.837 3.107 0.359
H 6.187 2.178 -2.318
H 1.785 3.785 -1.114
C 2.948 -0.685 1.492
C -5.675 0.782 -1.349
C -5.084 1.953 -0.871
H 4.666 1.854 -3.177
H 2.040 -0.620 2.104
C 4.519 1.756 -1.037
H -3.266 -4.937 -1.499
H -6.750 0.726 -1.473
C -1.373 -3.960 -1.720
H 5.103 -1.643 -0.483
H 3.474 5.176 -2.394
C 4.218 -2.142 -0.900
H -0.044 1.605 -5.206
C -1.000 -1.347 1.203
H 1.021 1.661 -3.797
F -2.094 -3.268 8.397
C -0.908 2.620 1.804
C -1.027 -4.139 5.223
H -1.334 -5.820 -2.779
H -2.245 0.891 1.905

The calculation puts the highest occupied orbital energy (spin up / spin down) at -10.293 / -10.283 eV. Its net charge is +1. As for the frontier orbital gap (spin up / spin down): 0.18974 / 0.18963 hartree.